Record 1
{
  "formula": "C3H10N2",
  "method": "ωB97M-V with the def2-TZVPD basis set",
  "charge": 0,
  "energy_ev": -6251.1289,
  "smiles": "C=CN.CN",
  "elements": ["C", "C", "N", "H", "H", "H", "H", "H", "C", "N", "H", "H", "H", "H", "H"],
  "coordinates": [[-0.943, 0.596, -2.364], [0.321, 0.928, -2.047], [0.747, 1.622, -0.959], [-1.787, 1.103, -1.859], [-1.354, -0.086, -3.107], [1.192, 0.391, -2.459], [1.730, 1.494, -0.841], [0.032, 1.760, -0.285], [0.151, -1.116, 1.491], [-0.351, -0.905, 2.802], [1.185, -1.117, 1.473], [-0.214, -2.129, 1.144], [-0.116, -0.307, 0.701], [0.393, -0.501, 3.421], [-0.988, -1.732, 2.889]]
}

Record 2
{
  "formula": "C18H35N2STi",
  "method": "ωB97M-V with the def2-TZVPD basis set",
  "multiplicity": 2,
  "charge": 2,
  "energy_ev": -56147.3845,
  "s_squared": 0.76,
  "elements": ["C", "H", "H", "H", "C", "H", "H", "C", "H", "H", "H", "C", "C", "C", "C", "C", "C", "C", "C", "C", "C", "Ti", "H", "H", "H", "H", "H", "H", "H", "H", "H", "H", "H", "H", "H", "H", "H", "C", "N", "C", "C", "S", "N", "C", "C", "H", "H", "H", "H", "H", "H", "H", "H", "H", "H", "H", "H"],
  "coordinates": [[1.541, 0.269, -1.617], [1.345, -0.686, -2.111], [1.315, 1.094, -2.305], [-0.148, -0.706, -0.969], [2.946, 0.297, -1.047], [3.058, 0.961, -0.161], [3.200, -0.704, -0.670], [4.037, 0.696, -2.067], [5.021, 0.669, -1.594], [4.050, 0.002, -2.911], [3.866, 1.705, -2.453], [-0.648, 2.086, 1.704], [0.690, 2.619, 1.554], [0.834, 3.098, 0.191], [-0.395, 2.807, -0.510], [-1.315, 2.198, 0.420], [-2.750, 1.905, 0.142], [-0.705, 3.169, -1.921], [2.029, 3.754, -0.404], [1.757, 2.582, 2.588], [-1.241, 1.520, 2.944], [0.442, 0.939, 0.218], [-1.521, 2.557, -2.326], [-1.021, 4.220, -1.991], [0.164, 3.049, -2.577], [-2.932, 1.802, -0.936], [-3.096, 0.987, 0.633], [-3.391, 2.726, 0.500], [-0.477, 1.050, 3.572], [-1.712, 2.310, 3.547], [-2.019, 0.778, 2.722], [2.754, 2.680, 2.137], [1.638, 3.412, 3.299], [1.725, 1.650, 3.172], [2.164, 3.478, -1.460], [1.930, 4.850, -0.373], [2.946, 3.495, 0.138], [-2.248, -2.229, -2.062], [-1.879, -3.183, -1.000], [-2.420, -4.536, -1.149], [-1.178, -2.746, 0.058], [-0.996, -0.963, 0.172], [-0.638, -3.488, 1.040], [-0.900, -4.889, 1.366], [0.263, -2.844, 1.998], [-2.780, -2.790, -2.832], [-1.351, -1.776, -2.510], [-2.899, -1.430, -1.681], [-1.613, -5.269, -1.271], [-3.084, -4.793, -0.315], [-3.018, -4.542, -2.064], [0.068, -5.399, 1.447], [-1.401, -4.952, 2.344], [-1.507, -5.400, 0.628], [1.107, -2.361, 1.489], [-0.254, -2.098, 2.615], [0.648, -3.631, 2.652]]
}